The following is a quantum chemistry calculation of a structure of composition CH4N2O3P in a non-equilibrium geometry, from the OMol25 dataset.

F_max, eV/Å: 3.81
Total energy, eV: -19512.9697
Total charge: -1
Energy relative to the best compared isomer or geometry (same formula, charge and spin), kJ/mol: 474.9
Gap between HOMO and LUMO (spin up / spin down), Ha: 0.30957 / 0.30959
HOMO level (spin up / spin down), Ha: -0.1573 / -0.1573

The geometry in XYZ format:
```
11
Properties=species:S:1:pos:R:3:forces:R:3
C -0.20148 1.11812 -0.01873 0.527 -1.125 -1.839
N 0.68330 -1.36706 -0.51319 -2.690 0.988 -2.509
N 1.72394 -0.81553 -1.08728 1.816 0.499 -1.055
O 2.19514 -0.24726 1.37562 0.333 -0.426 0.744
O 4.04275 0.56603 -0.20095 -0.656 -0.581 -1.103
O 0.93295 1.45625 -0.46124 -0.144 0.394 0.677
P 2.72691 -0.07697 0.00641 -1.159 1.126 1.276
H -0.51587 0.94160 0.98027 0.529 0.299 1.631
H 0.85836 -1.54861 0.41363 0.578 -0.447 3.156
H -1.08650 1.23717 -0.65079 -0.094 0.216 -0.499
H -0.20226 -0.37448 -0.24221 0.960 -0.945 -0.480
```
Positions in Å, forces in eV/Å.